# C29H28NO2PSeW

A molecular structure, C29H28NO2PSeW (ωB97M-V/def2-TZVPD, the Open Molecules 2025 dataset).

```
63
Properties=species:S:1:pos:R:3
W 0.88 0.23 -0.17
O 0.72 2.03 -2.48
N -0.04 1.47 -1.44
C -0.69 0.29 -1.69
C -1.96 0.05 -0.93
C -3.10 0.84 -1.04
C -4.23 0.51 -0.30
C -4.22 -0.59 0.55
C -3.09 -1.38 0.68
C -1.96 -1.05 -0.06
P -0.37 -1.89 -0.01
C -0.32 -2.91 1.46
C -0.36 -4.30 1.39
C -0.41 -5.04 2.56
C -0.42 -4.41 3.79
C -0.38 -3.02 3.87
C -0.33 -2.27 2.70
C -0.23 -2.97 -1.45
C -1.30 -3.11 -2.33
C -1.17 -3.94 -3.44
C 0.01 -4.63 -3.65
C 1.08 -4.50 -2.76
C 0.96 -3.67 -1.66
H 0.07 2.43 -3.08
H -0.50 -0.23 -2.62
H -3.11 1.69 -1.71
H -5.12 1.12 -0.39
H -5.11 -0.83 1.13
H -3.07 -2.22 1.36
H -0.36 -4.81 0.43
H -0.44 -6.12 2.50
H -0.45 -4.99 4.70
H -0.40 -2.52 4.83
H -0.31 -1.19 2.77
H -2.23 -2.58 -2.16
H -1.99 -4.05 -4.13
H 0.11 -5.28 -4.51
H 1.99 -5.06 -2.92
H 1.78 -3.59 -0.96
Se 2.62 -0.61 -1.20
C 1.15 6.37 -0.94
C 1.37 5.06 -0.28
C 0.30 4.40 0.36
C 0.46 3.19 0.99
C -0.72 2.61 1.72
C 1.78 2.60 0.98
C 2.05 1.40 1.66
O 1.15 0.49 1.85
C 2.90 3.31 0.40
C 4.29 2.76 0.45
C 2.65 4.50 -0.24
H 0.10 6.56 -1.15
H 1.73 6.44 -1.87
H 1.52 7.16 -0.29
H -0.67 4.87 0.37
H -1.46 3.38 1.88
H -0.44 2.17 2.68
H -1.21 1.83 1.13
H 3.06 1.15 1.98
H 4.36 1.77 0.00
H 4.65 2.69 1.49
H 4.98 3.42 -0.08
H 3.47 5.03 -0.71
```

Its energy relative to the best compared isomer or geometry (same formula, charge and spin) is 0.148 eV. The total charge is +2. The calculation puts the HOMO energy at -14.481 eV. The frontier orbital gap is 6.68 eV.


# C29H28O6

2 unconnected molecules or ions with the total composition C29H28O6 (ωB97M-V/def2-TZVPD, the Open Molecules 2025 dataset).

```
63
Properties=species:S:1:pos:R:3
C -6.13 2.43 3.00
O -6.06 0.99 2.95
C -4.86 0.37 2.94
C -4.89 -1.05 2.99
C -3.72 -1.76 3.07
C -2.45 -1.10 3.08
C -1.24 -1.86 3.20
C 0.03 -1.32 3.00
C 1.23 -1.83 3.45
C 2.46 -1.08 3.46
C 3.54 -1.47 4.30
C 4.66 -0.69 4.44
C 4.78 0.51 3.68
O 5.95 1.18 3.81
C 6.15 2.39 3.04
C 3.73 0.91 2.82
C 2.62 0.10 2.69
C -2.44 0.32 3.02
C -3.61 1.05 2.91
H -7.20 2.64 3.02
H -5.64 2.82 3.90
H -5.67 2.87 2.10
H -5.87 -1.52 2.98
H -3.75 -2.85 3.14
H -1.33 -2.91 3.49
H 0.06 -0.37 2.46
H 1.23 -2.81 3.94
H 3.47 -2.40 4.85
H 5.49 -0.95 5.10
H 7.16 2.72 3.31
H 6.09 2.19 1.96
H 5.41 3.15 3.32
H 3.79 1.84 2.24
H 1.84 0.38 1.98
H -1.50 0.85 3.08
H -3.57 2.14 2.84
C 4.17 -4.56 -0.97
C 4.25 -3.34 -0.07
C 5.56 -2.59 -0.28
O 3.20 -2.39 -0.34
C 1.93 -2.67 0.14
O 1.05 -1.87 -0.11
C 1.81 -3.86 0.97
C 0.56 -4.50 1.23
C 0.46 -5.62 2.11
C -0.77 -6.20 2.40
C -1.95 -5.73 1.80
C -1.87 -4.66 0.90
C -0.64 -4.08 0.59
C 2.96 -4.03 1.84
O 2.91 -4.35 3.02
O 4.19 -3.70 1.32
H 3.23 -5.10 -0.83
H 4.25 -4.23 -2.02
H 5.01 -5.22 -0.75
H 5.59 -1.71 0.38
H 6.40 -3.24 -0.04
H 5.63 -2.25 -1.32
H 1.38 -5.99 2.57
H -0.81 -7.03 3.10
H -2.92 -6.20 2.01
H -2.77 -4.27 0.43
H -0.57 -3.27 -0.13
```

Its energy relative to the best compared isomer or geometry (same formula, charge and spin) is 0.000 eV. The total charge is 0. The calculation puts the HOMO energy at -6.244 eV. The frontier orbital gap is 4.12 eV.


# C29H29ClIN8O4PV

A molecular structure, C29H29ClIN8O4PV (ωB97M-V/def2-TZVPD, the Open Molecules 2025 dataset).

```
74
Properties=species:S:1:pos:R:3
V -0.48 0.00 0.86
C -5.23 -3.17 -0.08
C -4.93 -3.09 1.27
C -3.67 -2.71 1.70
C -2.68 -2.40 0.77
C -2.98 -2.49 -0.59
C -4.24 -2.87 -1.01
N -1.39 -1.96 1.18
C -0.64 -2.78 1.88
C -0.82 -4.20 2.07
C 0.12 -4.92 2.72
C 1.30 -4.31 3.26
C 1.50 -2.98 3.13
C 0.53 -2.19 2.45
N 0.61 -0.85 2.26
N 1.55 -0.19 2.89
C 1.34 1.16 2.73
C 2.10 2.09 3.44
C 1.78 3.43 3.34
C 0.70 3.83 2.54
C 0.01 2.86 1.86
N 0.34 1.56 1.93
H -6.22 -3.46 -0.41
H -5.70 -3.31 2.01
H -3.44 -2.62 2.75
H -2.20 -2.25 -1.31
H -4.46 -2.93 -2.08
H -1.70 -4.68 1.65
H -0.02 -5.99 2.83
H 2.04 -4.92 3.77
H 2.37 -2.49 3.54
H 2.91 1.74 4.07
H 2.35 4.17 3.88
H 0.42 4.87 2.45
H -0.82 3.10 1.21
Cl -1.84 4.61 -4.81
C -0.99 3.77 -3.54
C 0.28 4.15 -3.23
C 0.95 3.40 -2.26
I 2.98 5.16 -0.73
C 0.44 2.35 -1.59
O 1.14 1.54 -0.75
C -0.92 2.04 -1.83
N -1.51 1.09 -1.03
C -2.77 0.78 -1.26
C -3.54 1.37 -2.28
C -2.98 2.34 -3.05
C -1.64 2.72 -2.83
H 0.75 4.98 -3.74
H -3.22 0.05 -0.60
H -4.57 1.06 -2.41
H -3.56 2.83 -3.83
C 0.44 -1.24 -0.60
H 0.51 -2.31 -0.45
H 0.10 -1.02 -1.62
N 3.45 2.18 0.36
C 3.69 1.42 -0.87
P 2.33 0.38 -1.52
O 1.67 0.49 -2.90
O 1.85 -0.70 -0.44
C 3.67 -0.84 -2.21
N 2.88 -1.70 -3.16
H 3.32 3.49 -0.18
H 4.25 2.13 0.99
H 2.63 1.85 0.87
H 4.54 0.75 -0.74
H 3.92 2.11 -1.69
H 4.16 -1.46 -1.47
H 4.41 -0.31 -2.82
H 3.41 -2.12 -3.92
H 2.18 -0.93 -3.47
H 2.37 -2.42 -2.66
O -3.09 0.51 1.83
N -1.97 0.43 1.48
```

Its energy relative to the best compared isomer or geometry (same formula, charge and spin) is 3.157 eV. Its spin multiplicity is 2. The total charge is 0. The calculation puts the HOMO energy (spin up / spin down) at -7.003 / -7.002 eV. The frontier orbital gap (spin up / spin down) is 6.10 / 6.10 eV. Its expectation value of S² is 0.762.


# C29H29F3GeMnN2O3Se2

A molecular structure, C29H29F3GeMnN2O3Se2 (ωB97M-V/def2-TZVPD, the Open Molecules 2025 dataset).

```
70
Properties=species:S:1:pos:R:3
Mn 0.93 0.95 1.36
O -3.65 2.13 2.82
C -4.84 1.65 2.24
C -4.59 0.83 0.97
C -6.03 0.40 0.57
O -6.13 -0.41 -0.59
C -4.02 1.65 -0.20
Se -2.15 2.19 -0.09
C -3.77 -0.44 1.19
Se -1.85 -0.29 1.59
H -3.88 2.66 3.60
H -5.50 2.49 1.97
H -5.38 1.01 2.94
H -6.64 1.31 0.44
H -6.47 -0.19 1.37
H -5.87 0.13 -1.34
H -4.62 2.56 -0.33
H -4.12 1.05 -1.11
H -3.89 -1.05 0.29
H -4.18 -1.01 2.02
N 0.75 8.42 0.92
C 0.74 7.26 0.97
C 0.75 5.86 1.04
C 0.70 5.15 2.28
C 0.71 3.80 2.30
N 0.75 3.02 1.17
C 0.79 3.69 -0.02
C 0.80 5.04 -0.14
H 0.66 5.70 3.22
H 0.68 3.24 3.23
H 0.82 3.07 -0.91
H 0.83 5.50 -1.12
C 1.02 -2.57 2.35
Ge 1.17 -1.50 0.70
C -0.02 -2.39 -0.63
C 0.11 -3.76 -0.82
C -0.64 -4.44 -1.78
C -1.53 -3.74 -2.58
C -1.66 -2.36 -2.42
C -0.92 -1.70 -1.45
C 2.89 -2.14 -0.11
C 3.69 -3.01 0.58
C 4.86 -3.57 0.03
C 5.25 -3.24 -1.24
C 4.47 -2.35 -2.01
C 4.84 -1.99 -3.33
C 4.09 -1.12 -4.06
C 2.92 -0.56 -3.51
C 2.54 -0.89 -2.24
C 3.29 -1.79 -1.44
H 1.10 -3.64 2.16
H 0.05 -2.34 2.79
H 1.79 -2.25 3.05
H 0.82 -4.32 -0.22
H -0.53 -5.51 -1.90
H -2.12 -4.26 -3.33
H -2.35 -1.81 -3.04
H -1.06 -0.64 -1.31
H 3.42 -3.29 1.60
H 5.46 -4.25 0.62
H 6.15 -3.66 -1.67
H 5.75 -2.42 -3.74
H 4.39 -0.86 -5.07
H 2.32 0.13 -4.09
H 1.65 -0.45 -1.81
F 3.32 1.19 -0.18
C 2.96 1.11 1.15
F 3.71 0.10 1.66
F 3.46 2.24 1.71
O 1.02 0.67 2.95
```

Its energy relative to the best compared isomer or geometry (same formula, charge and spin) is 0.000 eV. Its spin multiplicity is 6. The total charge is -2. The calculation puts the HOMO energy (spin up / spin down) at -0.020 / -1.626 eV. The frontier orbital gap (spin up / spin down) is 4.27 / 5.86 eV. Its expectation value of S² is 9.023.


# C29H29IrN4O4S2Si

A molecular structure, C29H29IrN4O4S2Si (ωB97M-V/def2-TZVPD, the Open Molecules 2025 dataset).

```
70
Properties=species:S:1:pos:R:3
Ir -0.49 -0.29 0.16
S -4.40 1.56 -1.26
C -3.36 0.50 -0.69
N -2.60 -0.29 -0.24
O 1.86 0.78 0.42
C 1.98 0.61 -0.80
O 1.25 -0.13 -1.49
C 3.10 1.37 -1.56
N 2.56 1.81 -2.88
C 2.84 3.26 -3.03
C 2.82 3.77 -1.60
C 3.54 2.65 -0.84
H 3.94 0.68 -1.72
H 1.48 1.70 -2.89
H 2.91 1.26 -3.66
H 2.08 3.73 -3.66
H 3.82 3.40 -3.47
H 1.80 3.87 -1.24
H 3.32 4.73 -1.50
H 3.26 2.61 0.21
H 4.62 2.78 -0.90
O 0.02 2.21 -2.96
C -0.57 2.52 -1.93
N -0.69 1.79 -0.81
C -1.32 2.50 0.18
O -1.49 2.01 1.29
C -1.67 3.83 -0.35
C -2.32 4.91 0.19
C -2.53 6.01 -0.64
C -2.07 6.02 -1.95
C -1.39 4.93 -2.49
C -1.22 3.84 -1.68
H -2.67 4.90 1.21
H -3.05 6.87 -0.25
H -2.26 6.88 -2.57
H -1.03 4.94 -3.51
C -0.95 0.46 3.91
Si -0.20 -0.75 2.61
C 1.55 -1.20 3.28
C -1.28 -2.38 2.65
C -2.67 -2.30 2.66
C -3.42 -3.46 2.62
C -2.79 -4.70 2.56
C -1.41 -4.78 2.58
C -0.66 -3.62 2.61
H -0.88 0.05 4.91
H -1.98 0.71 3.71
H -0.39 1.39 3.89
H 1.45 -1.70 4.24
H 2.13 -0.30 3.44
H 2.12 -1.85 2.62
H -3.15 -1.34 2.70
H -4.50 -3.40 2.63
H -3.38 -5.60 2.49
H -0.92 -5.74 2.57
H 0.42 -3.69 2.62
S -1.89 -4.83 -0.90
C -1.85 -3.14 -0.64
N -0.68 -2.59 -0.57
C 0.32 -3.51 -0.74
C 1.70 -3.27 -0.75
C 2.56 -4.33 -0.93
C 2.08 -5.63 -1.12
C 0.72 -5.89 -1.14
C -0.15 -4.82 -0.94
H -2.77 -2.59 -0.53
H 2.07 -2.27 -0.62
H 3.62 -4.16 -0.94
H 2.77 -6.44 -1.25
H 0.34 -6.88 -1.31
```

Its energy relative to the best compared isomer or geometry (same formula, charge and spin) is 1.043 eV. Its spin multiplicity is 2. The total charge is +1. The calculation puts the HOMO energy (spin up / spin down) at -11.123 / -11.087 eV. The frontier orbital gap (spin up / spin down) is 6.61 / 6.25 eV. Its expectation value of S² is 0.762.


# C29H29MnN7OS

A molecular structure, C29H29MnN7OS (ωB97M-V/def2-TZVPD, the Open Molecules 2025 dataset).

```
68
Properties=species:S:1:pos:R:3
Mn -0.31 0.22 -0.80
C 5.20 -1.62 -1.73
C 4.57 -0.76 -2.82
N 3.24 -1.20 -3.19
C 2.10 -0.89 -2.57
S 2.13 0.24 -1.26
N 1.02 -1.50 -3.07
N -0.13 -1.24 -2.46
C -1.22 -1.76 -2.93
C -1.26 -2.65 -4.13
C -2.45 -1.46 -2.18
C -3.69 -2.01 -2.52
C -4.79 -1.74 -1.73
C -4.64 -0.94 -0.61
C -3.39 -0.42 -0.34
N -2.33 -0.65 -1.12
H 6.21 -1.27 -1.51
H 5.26 -2.66 -2.05
H 4.61 -1.57 -0.82
H 5.18 -0.78 -3.72
H 4.50 0.28 -2.49
H 3.15 -1.90 -3.91
H -0.25 -2.87 -4.46
H -1.80 -2.17 -4.95
H -1.78 -3.59 -3.91
H -3.78 -2.65 -3.39
H -5.75 -2.16 -1.98
H -5.47 -0.72 0.05
H -3.22 0.21 0.52
N 2.34 0.78 9.10
C 2.03 0.73 7.99
C 1.62 0.66 6.62
C 2.45 0.05 5.68
C 2.05 -0.02 4.35
C 0.83 0.52 3.96
C 0.01 1.14 4.90
C 0.40 1.20 6.23
C 0.41 0.46 2.54
C 0.21 -0.81 1.98
C 0.27 -2.05 2.64
C -0.02 -3.03 1.71
C -0.26 -2.37 0.50
N -0.14 -1.04 0.65
C 0.27 1.66 1.84
C 0.60 2.95 2.31
C 0.41 3.82 1.26
C -0.01 3.04 0.18
N -0.12 1.75 0.51
H 3.40 -0.36 5.99
H 2.69 -0.49 3.62
H -0.94 1.56 4.59
H -0.24 1.67 6.97
H 0.49 -2.19 3.69
H -0.06 -4.09 1.86
H -0.51 -2.80 -0.46
H 0.95 3.19 3.30
H 0.58 4.89 1.24
H -0.21 3.39 -0.83
C -1.60 2.76 -4.08
C -1.60 2.21 -2.70
C -2.69 2.64 -1.77
O -0.71 1.43 -2.37
H -1.53 3.84 -4.04
H -2.56 2.53 -4.56
H -0.79 2.34 -4.66
H -2.80 3.73 -1.82
H -2.49 2.34 -0.74
H -3.63 2.21 -2.11
```

Its energy relative to the best compared isomer or geometry (same formula, charge and spin) is 0.000 eV. Its spin multiplicity is 5. The total charge is +1. The calculation puts the HOMO energy (spin up / spin down) at -10.436 / -10.434 eV. The frontier orbital gap (spin up / spin down) is 6.45 / 6.55 eV. Its expectation value of S² is 6.056.


# C29H29N3RuSi

A molecular structure, C29H29N3RuSi (ωB97M-V/def2-TZVPD, the Open Molecules 2025 dataset).

```
63
Properties=species:S:1:pos:R:3
C 0.06 2.55 3.65
C 0.51 2.84 2.33
C -0.59 2.67 1.42
H 1.50 3.21 2.05
C -1.73 2.21 2.21
C -1.30 2.12 3.58
H -1.93 1.83 4.41
H 0.66 2.59 4.56
H -0.60 2.91 0.37
H -2.74 2.05 1.84
Ru -0.30 0.65 2.00
C -1.24 -0.06 0.44
H -2.29 0.28 0.51
H -1.17 -1.15 0.54
H -0.75 0.30 -0.47
Si -0.98 -1.33 -3.49
C 0.74 -1.16 -4.16
C 1.43 0.04 -3.95
H 0.93 0.88 -3.46
C 2.75 0.17 -4.38
H 3.28 1.11 -4.20
C 3.40 -0.89 -5.02
H 4.44 -0.78 -5.35
C 2.71 -2.08 -5.25
H 3.21 -2.91 -5.76
C 1.38 -2.23 -4.82
H 0.84 -3.16 -5.00
C -2.02 0.06 -4.13
C -1.82 0.66 -5.39
H -1.06 0.27 -6.08
C -2.57 1.79 -5.76
H -2.39 2.27 -6.72
C -3.55 2.30 -4.90
H -4.12 3.18 -5.18
C -3.79 1.66 -3.68
H -4.56 2.05 -3.01
C -3.05 0.54 -3.30
H -3.25 0.03 -2.36
H -0.98 -1.45 -2.02
H -1.59 -2.57 -3.99
C -1.69 -1.83 6.90
C -2.43 -1.28 5.84
C -1.81 -1.02 4.62
C -0.43 -1.28 4.47
C 0.29 -1.89 5.52
C -0.33 -2.13 6.73
N 0.29 -0.90 3.32
N 1.51 -1.41 3.30
C 2.28 -0.89 2.29
C 3.64 -1.24 2.17
C 4.38 -0.70 1.14
C 3.72 0.15 0.22
C 2.38 0.48 0.41
N 1.68 0.00 1.45
H -2.19 -2.04 7.84
H -3.49 -1.06 5.96
H -2.37 -0.61 3.77
H 1.35 -2.12 5.34
H 0.25 -2.57 7.54
H 4.02 -1.91 2.94
H 5.44 -0.91 1.03
H 4.23 0.56 -0.65
H 1.83 1.14 -0.26
```

Its energy relative to the best compared isomer or geometry (same formula, charge and spin) is 0.000 eV. Its spin multiplicity is 6. The total charge is +1. The calculation puts the HOMO energy (spin up / spin down) at -9.894 / -11.201 eV. The frontier orbital gap (spin up / spin down) is 6.57 / 5.36 eV. Its expectation value of S² is 8.790.


Copy entry 3 word for word.
# C29H29ClIN8O4PV

A molecular structure, C29H29ClIN8O4PV (ωB97M-V/def2-TZVPD, the Open Molecules 2025 dataset).

```
74
Properties=species:S:1:pos:R:3
V -0.48 0.00 0.86
C -5.23 -3.17 -0.08
C -4.93 -3.09 1.27
C -3.67 -2.71 1.70
C -2.68 -2.40 0.77
C -2.98 -2.49 -0.59
C -4.24 -2.87 -1.01
N -1.39 -1.96 1.18
C -0.64 -2.78 1.88
C -0.82 -4.20 2.07
C 0.12 -4.92 2.72
C 1.30 -4.31 3.26
C 1.50 -2.98 3.13
C 0.53 -2.19 2.45
N 0.61 -0.85 2.26
N 1.55 -0.19 2.89
C 1.34 1.16 2.73
C 2.10 2.09 3.44
C 1.78 3.43 3.34
C 0.70 3.83 2.54
C 0.01 2.86 1.86
N 0.34 1.56 1.93
H -6.22 -3.46 -0.41
H -5.70 -3.31 2.01
H -3.44 -2.62 2.75
H -2.20 -2.25 -1.31
H -4.46 -2.93 -2.08
H -1.70 -4.68 1.65
H -0.02 -5.99 2.83
H 2.04 -4.92 3.77
H 2.37 -2.49 3.54
H 2.91 1.74 4.07
H 2.35 4.17 3.88
H 0.42 4.87 2.45
H -0.82 3.10 1.21
Cl -1.84 4.61 -4.81
C -0.99 3.77 -3.54
C 0.28 4.15 -3.23
C 0.95 3.40 -2.26
I 2.98 5.16 -0.73
C 0.44 2.35 -1.59
O 1.14 1.54 -0.75
C -0.92 2.04 -1.83
N -1.51 1.09 -1.03
C -2.77 0.78 -1.26
C -3.54 1.37 -2.28
C -2.98 2.34 -3.05
C -1.64 2.72 -2.83
H 0.75 4.98 -3.74
H -3.22 0.05 -0.60
H -4.57 1.06 -2.41
H -3.56 2.83 -3.83
C 0.44 -1.24 -0.60
H 0.51 -2.31 -0.45
H 0.10 -1.02 -1.62
N 3.45 2.18 0.36
C 3.69 1.42 -0.87
P 2.33 0.38 -1.52
O 1.67 0.49 -2.90
O 1.85 -0.70 -0.44
C 3.67 -0.84 -2.21
N 2.88 -1.70 -3.16
H 3.32 3.49 -0.18
H 4.25 2.13 0.99
H 2.63 1.85 0.87
H 4.54 0.75 -0.74
H 3.92 2.11 -1.69
H 4.16 -1.46 -1.47
H 4.41 -0.31 -2.82
H 3.41 -2.12 -3.92
H 2.18 -0.93 -3.47
H 2.37 -2.42 -2.66
O -3.09 0.51 1.83
N -1.97 0.43 1.48
```

Its energy relative to the best compared isomer or geometry (same formula, charge and spin) is 3.157 eV. Its spin multiplicity is 2. The total charge is 0. The calculation puts the HOMO energy (spin up / spin down) at -7.003 / -7.002 eV. The frontier orbital gap (spin up / spin down) is 6.10 / 6.10 eV. Its expectation value of S² is 0.762.


Question: Among the records above, which one has the lowest total charge?
Answer: C29H29F3GeMnN2O3Se2